1.
Computed, not measured: a 8-piece molecular cluster, C25H62N2O10P overall, with the ωB97M-V functional and the def2-TZVPD basis.

Cartesian coordinates (Å):
C: 5.447 2.473 1.683
O: 6.618 2.514 0.781
C: 6.220 2.134 -0.610
C: 5.870 3.436 -1.549
C: 4.310 3.932 -1.480
C: 4.170 5.555 -1.179
C: 2.762 5.827 -0.325
C: 1.407 5.569 -1.267
N: 0.858 4.202 -0.791
C: 0.083 4.274 0.500
C: -0.511 2.835 1.112
C: -0.160 1.467 0.213
P: -0.660 -0.311 0.698
O: -2.352 -0.463 1.078
O: -0.156 -1.429 -0.548
C: 0.700 1.801 -1.184
N: 1.157 3.154 -1.606
H: 4.832 1.478 1.639
H: 4.807 3.440 1.437
H: 5.800 2.602 2.812
H: 7.131 1.504 -1.030
H: 5.291 1.406 -0.604
H: 6.543 4.376 -1.322
H: 6.111 3.131 -2.675
H: 3.793 3.718 -2.518
H: 3.776 3.277 -0.661
H: 4.236 6.209 -2.158
H: 5.090 5.821 -0.468
H: 2.773 5.088 0.612
H: 2.750 6.921 0.150
H: 1.773 5.486 -2.385
H: 0.604 6.421 -1.123
H: -0.098 5.296 1.046
H: -1.132 2.756 2.101
H: -2.392 -0.749 2.057
H: 0.805 -1.174 -0.774
H: 0.932 0.836 -1.848
C: 0.407 -4.863 0.356
C: -1.042 -5.291 0.463
O: -1.795 -4.288 1.130
H: 0.831 -4.687 1.351
H: 1.003 -5.627 -0.151
H: 0.494 -3.923 -0.198
H: -1.126 -6.219 1.036
H: -1.476 -5.456 -0.527
H: -1.721 -3.471 0.609
C: -0.974 8.567 3.728
C: -0.015 7.829 2.818
O: -0.384 8.027 1.461
H: -2.000 8.216 3.573
H: -0.706 8.421 4.778
H: -0.969 9.640 3.509
H: -0.040 6.755 3.026
H: 1.011 8.184 2.959
H: -0.350 8.983 1.285
C: -5.368 -5.928 -1.234
C: -5.106 -6.907 -0.109
O: -3.710 -7.008 0.131
H: -4.862 -6.250 -2.150
H: -6.440 -5.842 -1.435
H: -4.975 -4.937 -0.985
H: -5.480 -7.901 -0.372
H: -5.598 -6.586 0.814
H: -3.389 -6.122 0.371
C: 1.366 -4.973 -3.941
C: 1.959 -3.737 -3.297
O: 2.837 -3.090 -4.207
H: 2.157 -5.667 -4.242
H: 0.690 -5.486 -3.251
H: 0.811 -4.710 -4.847
H: 2.531 -4.007 -2.404
H: 1.175 -3.032 -3.004
H: 2.318 -2.847 -4.992
C: 1.677 -8.740 -1.762
C: 1.005 -9.215 -3.033
O: 1.353 -8.362 -4.114
H: 1.378 -7.713 -1.529
H: 1.416 -9.384 -0.918
H: 2.766 -8.735 -1.877
H: -0.083 -9.197 -2.921
H: 1.310 -10.236 -3.280
H: 2.321 -8.391 -4.211
C: -9.652 -5.269 -3.015
C: -8.923 -3.987 -2.665
O: -7.530 -4.144 -2.893
H: -9.274 -6.102 -2.413
H: -10.726 -5.166 -2.841
H: -9.488 -5.533 -4.064
H: -9.071 -3.738 -1.611
H: -9.285 -3.152 -3.272
H: -7.408 -4.357 -3.834
C: 0.313 8.247 8.280
C: 0.919 7.263 7.301
O: 1.304 7.937 6.112
H: -0.560 8.740 7.840
H: 0.008 7.743 9.201
H: 1.031 9.035 8.532
H: 0.192 6.490 7.036
H: 1.800 6.775 7.729
H: 1.956 8.615 6.357

total charge = +1
multiplicity = 1
frontier orbital gap = 5.9 eV
maximum force = 0.1191 Eh/bohr
LUMO = -5.299 eV
calculated total energy = -59655.29094 eV

2.
Computed, not measured: C2H14Cd2O6 as an isolated structure, with the ωB97M-V functional and the def2-TZVPD basis.

Cartesian coordinates (Å):
Cd: -1.822 -2.250 1.212
Cd: 0.177 -1.220 -1.011
O: -0.893 -0.602 0.521
H: -1.134 0.342 0.596
O: -0.942 -2.910 -0.468
H: -1.696 -3.298 -0.952
O: 1.763 -1.705 0.344
H: 1.468 -2.508 0.773
H: 2.460 -1.372 0.909
O: 0.150 -0.341 3.289
H: 0.241 -1.282 3.136
H: 0.076 0.038 2.413
O: -1.356 -0.549 -2.398
H: -1.279 0.200 -2.989
H: -2.261 -0.844 -2.501
C: 0.380 2.429 0.517
C: 0.298 1.885 -0.830
O: 1.224 0.850 -1.151
H: 1.112 3.232 0.442
H: 0.885 1.848 1.289
H: -0.614 2.743 0.837
H: 0.375 2.643 -1.610
H: -0.659 1.386 -0.982
H: 2.046 1.286 -1.388

total charge = +2
multiplicity = 1
frontier orbital gap = 8.1 eV
relative energy (zero: lowest compared OMol25 entry of this formula, charge and spin) = 11.0 kcal/mol
maximum force = 0.0945 Eh/bohr
LUMO = -10.034 eV
calculated total energy = -23696.38782 eV

3.
Computed, not measured: a 18-piece molecular cluster, C41H57F11N3O41 overall, with the ωB97M-V functional and the def2-TZVPD basis.

Cartesian coordinates (Å):
N: 4.924 1.898 -5.103
H: 5.633 2.309 -4.513
H: 4.055 2.413 -5.096
H: 4.736 0.969 -4.752
H: 5.152 1.838 -6.085
N: 4.186 4.971 -7.337
H: 5.090 5.421 -7.320
H: 3.811 5.136 -6.414
H: 4.438 4.030 -7.604
H: 3.649 5.456 -8.041
N: 6.568 5.956 -4.620
H: 6.921 5.032 -4.417
H: 6.801 6.284 -5.546
H: 7.006 6.635 -4.013
H: 5.573 5.944 -4.450
C: 2.215 4.919 -2.823
C: 3.063 4.797 -4.204
O: 3.767 5.699 -4.722
O: 2.900 3.741 -4.834
H: 2.279 5.976 -2.564
H: 2.724 4.507 -1.951
H: 1.197 4.532 -2.776
C: 5.051 0.912 -9.727
C: 5.278 1.298 -8.341
O: 5.912 0.586 -7.535
O: 4.773 2.406 -7.943
H: 6.045 0.862 -10.171
H: 4.436 1.526 -10.384
H: 4.586 -0.074 -9.733
C: 8.288 6.680 -9.349
C: 7.434 5.937 -8.272
O: 6.766 6.619 -7.456
O: 7.321 4.676 -8.314
H: 7.693 6.968 -10.216
H: 9.103 6.032 -9.670
H: 8.603 7.693 -9.096
C: 8.568 3.250 -2.140
C: 7.543 3.023 -3.252
O: 6.581 2.220 -2.989
O: 7.607 3.575 -4.371
H: 9.614 3.307 -2.443
H: 8.623 2.329 -1.559
H: 8.237 4.043 -1.470
C: 2.543 -3.498 -4.822
C: 3.545 -3.145 -5.879
O: 4.152 -1.932 -5.536
C: 3.599 -1.426 -4.459
O: 3.940 -0.370 -3.961
O: 2.486 -2.261 -4.080
F: 2.904 -2.996 -7.076
H: 2.848 -4.284 -4.131
H: 1.576 -3.820 -5.209
H: 4.261 -3.951 -6.042
C: 0.845 1.277 -2.746
C: 0.155 1.327 -4.082
O: -0.818 2.353 -3.935
C: -1.011 2.554 -2.612
O: -1.796 3.329 -2.138
O: -0.212 1.826 -1.910
F: -0.379 0.068 -4.257
H: 1.693 1.962 -2.727
H: 1.202 0.253 -2.638
H: 0.825 1.494 -4.926
C: -2.276 6.891 -1.835
C: -1.212 6.948 -2.969
O: -0.197 7.714 -2.237
C: -0.232 7.254 -0.960
O: 0.633 7.474 -0.153
O: -1.329 6.584 -0.805
F: -1.808 7.723 -3.933
H: -2.929 6.049 -2.063
H: -2.916 7.759 -1.678
H: -1.022 5.930 -3.308
C: 4.533 13.638 -0.766
C: 5.132 13.384 -2.111
O: 4.602 12.005 -2.297
C: 4.549 11.393 -1.166
O: 4.316 10.156 -1.052
O: 4.747 12.353 -0.216
F: 6.469 13.307 -2.112
H: 3.460 13.828 -0.786
H: 5.193 14.173 -0.083
H: 4.890 14.033 -2.953
C: -0.713 3.295 3.180
C: -0.085 3.752 1.846
O: -0.345 2.720 0.979
C: -1.286 2.006 1.413
O: -1.753 1.096 0.772
O: -1.585 2.231 2.734
F: 1.184 3.690 2.084
H: -1.105 4.161 3.714
H: -0.128 2.778 3.940
H: -0.374 4.741 1.490
C: 1.534 0.983 -8.846
C: 1.850 -0.064 -7.812
O: 0.599 -0.537 -7.534
C: -0.357 0.442 -7.760
O: -1.509 0.501 -7.360
O: 0.126 1.318 -8.586
F: 2.362 0.562 -6.748
H: 1.449 0.479 -9.809
H: 2.145 1.878 -8.966
H: 2.571 -0.840 -8.067
C: -0.098 4.527 -6.447
C: -1.674 4.436 -6.237
O: -2.143 4.290 -7.533
C: -1.156 4.816 -8.345
O: -1.290 4.937 -9.552
O: -0.063 5.111 -7.716
F: -2.061 5.540 -5.711
H: 0.301 3.513 -6.430
H: 0.287 5.065 -5.580
H: -2.038 3.647 -5.579
C: 4.372 1.261 -0.461
C: 3.441 1.881 0.516
O: 3.001 0.827 1.335
C: 3.460 -0.302 0.878
O: 3.313 -1.344 1.496
O: 4.216 -0.110 -0.206
F: 2.439 2.346 -0.268
H: 5.405 1.548 -0.267
H: 4.232 1.519 -1.511
H: 3.951 2.616 1.138
C: 2.839 9.310 -4.380
C: 4.338 9.396 -4.768
O: 4.481 8.794 -5.998
C: 3.321 8.265 -6.418
O: 3.118 7.714 -7.513
O: 2.360 8.477 -5.373
F: 5.207 8.889 -3.931
H: 2.320 10.262 -4.272
H: 2.707 8.783 -3.435
H: 4.665 10.423 -4.937
C: 1.230 4.288 -12.825
C: 2.727 4.496 -12.995
O: 3.208 4.395 -11.605
C: 2.206 4.547 -10.727
O: 2.351 4.743 -9.520
O: 1.079 4.382 -11.436
F: 3.055 5.723 -13.407
H: 0.954 3.259 -13.056
H: 0.531 4.976 -13.298
H: 3.275 3.716 -13.523
C: 3.732 5.911 0.430
C: 4.197 7.367 0.164
O: 5.058 7.141 -0.906
C: 5.446 5.798 -0.989
O: 6.123 5.292 -1.850
O: 4.745 5.131 -0.164
F: 4.859 7.805 1.165
H: 2.758 5.768 -0.036
H: 3.698 5.799 1.514
H: 3.459 8.143 -0.039

total charge = -1
multiplicity = 1
frontier orbital gap = 6.4 eV
maximum force = 0.1201 Eh/bohr
LUMO = 1.370 eV
calculated total energy = -161754.03617 eV

4.
Computed, not measured: one molecule with the formula C3H9BS, with the ωB97M-V functional and the def2-TZVPD basis.

Cartesian coordinates (Å):
C: 0.247 -1.550 -0.080
B: 0.343 0.024 -0.044
C: 1.643 0.961 -0.260
C: -0.940 0.947 0.249
S: -2.615 -0.177 -0.190
H: -0.649 -1.588 -0.799
H: -0.102 -1.999 0.946
H: 1.099 -2.235 -0.463
H: 1.490 1.247 -1.372
H: 2.623 0.385 -0.130
H: 1.511 1.980 0.287
H: -1.111 1.173 1.371
H: -1.066 1.971 -0.210
H: -2.473 -1.139 0.696

total charge = 0
multiplicity = 1
frontier orbital gap = 9.4 eV
relative energy (zero: lowest compared OMol25 entry of this formula, charge and spin) = 35.0 kcal/mol
maximum force = 0.0563 Eh/bohr
LUMO = 0.478 eV
calculated total energy = -14767.36117 eV

5.
Computed, not measured: a 13-piece molecular cluster, C36H64N13O15 overall, with the ωB97M-V functional and the def2-TZVPD basis.

Cartesian coordinates (Å):
C: 2.180 -0.597 0.708
C: 1.124 0.113 0.079
C: 0.256 -0.875 -0.656
C: -0.623 -1.842 0.131
C: -0.929 -1.437 1.555
C: -0.922 0.121 1.675
N: 0.292 0.792 1.147
O: 0.396 1.946 1.594
C: -1.099 0.314 3.157
C: -2.268 0.622 1.093
C: 1.634 1.192 -0.819
H: 2.834 0.116 1.271
H: 2.984 -0.947 -0.034
H: 2.003 -1.407 1.293
H: 0.666 -1.319 -1.576
H: -0.594 -0.210 -1.037
H: 0.065 -2.858 0.043
H: -1.566 -2.066 -0.269
H: -0.057 -1.961 2.101
H: -1.767 -1.936 1.998
H: -1.896 -0.271 3.654
H: -1.298 1.394 3.448
H: -0.139 -0.037 3.693
H: -2.529 1.773 1.646
H: -2.969 0.047 1.639
H: -2.322 0.693 0.165
H: 2.158 1.979 -0.183
H: 0.738 1.628 -1.559
H: 2.328 0.803 -1.560
N: -0.015 0.681 -6.104
C: -0.163 1.943 -6.168
C: -0.809 2.451 -4.948
C: -0.886 1.195 -4.062
C: -0.500 0.124 -4.967
H: 0.546 0.010 -6.812
H: 0.095 2.598 -7.080
H: -0.854 3.449 -4.600
H: -1.074 1.033 -2.994
H: -0.447 -0.929 -4.842
N: -6.288 -2.270 3.171
C: -5.900 -1.873 4.468
C: -4.549 -2.492 4.789
C: -4.049 -3.023 3.486
C: -5.190 -2.810 2.447
H: -7.312 -1.872 2.815
H: -6.775 -1.596 5.203
H: -4.014 -2.480 5.713
H: -3.211 -3.424 3.240
H: -5.402 -3.142 1.386
N: 0.854 -3.436 -4.412
C: -0.494 -3.739 -3.997
C: -0.436 -4.171 -2.576
C: 1.102 -3.940 -2.105
C: 1.841 -3.473 -3.435
H: 1.036 -3.110 -5.463
H: -1.500 -3.775 -4.794
H: -1.532 -4.474 -2.002
H: 1.399 -3.899 -1.260
H: 2.944 -3.290 -3.748
N: 1.279 7.180 1.221
C: 1.228 6.578 -0.018
C: 1.668 5.161 0.181
C: 2.075 5.047 1.539
C: 1.705 6.400 2.239
H: 1.171 8.047 1.562
H: 1.040 7.202 -0.876
H: 1.850 4.570 -0.558
H: 2.642 4.373 2.113
H: 1.958 6.501 3.235
N: 3.581 -2.655 3.135
C: 2.334 -2.771 3.835
C: 1.700 -4.117 3.375
C: 2.616 -4.681 2.298
C: 3.749 -3.727 2.232
H: 4.399 -1.910 3.239
H: 1.902 -2.122 4.462
H: 0.896 -4.657 3.790
H: 2.637 -5.757 1.714
H: 4.660 -3.621 1.578
C: 6.144 -4.254 -1.400
N: 4.605 -4.016 -1.406
O: 3.967 -4.925 -0.715
O: 4.166 -2.862 -1.488
H: 6.475 -5.247 -1.969
H: 6.377 -4.312 -0.269
H: 6.660 -3.454 -1.832
C: -6.147 1.693 4.157
N: -5.164 2.833 3.978
O: -5.623 4.032 4.093
O: -3.953 2.545 3.833
H: -6.693 1.797 3.184
H: -6.684 1.928 5.181
H: -5.645 0.619 4.178
C: -4.361 -3.027 -0.916
N: -3.952 -2.426 -2.256
O: -4.477 -3.011 -3.191
O: -3.197 -1.452 -2.165
H: -3.589 -3.893 -0.820
H: -5.386 -3.423 -0.916
H: -4.176 -2.464 -0.048
C: 3.272 -0.381 -5.206
N: 3.656 0.820 -4.518
O: 3.796 0.769 -3.295
O: 3.504 1.943 -5.072
H: 4.065 -1.235 -4.973
H: 3.054 -0.345 -6.273
H: 2.467 -0.874 -4.699
C: -2.967 4.079 -2.418
N: -1.886 4.333 -1.425
O: -1.143 3.386 -1.117
O: -1.981 5.376 -0.924
H: -2.803 3.060 -2.697
H: -2.802 4.856 -2.913
H: -3.944 4.122 -1.855
C: -1.636 4.720 2.256
N: -1.351 5.651 3.327
O: -1.916 6.721 3.162
O: -0.864 5.356 4.450
H: -2.518 5.140 1.701
H: -2.111 3.758 2.679
H: -0.629 4.393 1.637
C: 6.040 -0.087 0.104
N: 6.365 -0.967 1.149
O: 5.777 -0.858 2.193
O: 7.343 -1.731 0.916
H: 5.394 0.628 0.480
H: 5.377 -0.735 -0.608
H: 6.907 0.348 -0.317

total charge = +1
multiplicity = 1
frontier orbital gap = 4.0 eV
relative energy (zero: lowest compared OMol25 entry of this formula, charge and spin) = 72.1 kcal/mol
maximum force = 0.3487 Eh/bohr
LUMO = -5.370 eV
calculated total energy = -88404.38486 eV

6.
Computed, not measured: a 2-piece molecular cluster, C3H9NO2 overall, with the ωB97M-V functional and the def2-TZVPD basis.

Cartesian coordinates (Å):
C: -0.570 1.101 1.375
N: -0.010 1.408 0.087
C: 1.065 0.607 -0.453
C: 1.285 -0.766 0.161
O: 1.675 -1.701 -0.484
H: -1.139 1.955 1.740
H: -1.153 0.182 1.481
H: 0.258 1.042 2.102
H: -0.726 1.547 -0.607
H: 2.060 1.087 -0.426
H: 0.904 0.402 -1.516
H: 1.130 -0.865 1.251
O: -2.503 -0.692 -0.842
H: -3.187 -0.358 -0.257
H: -2.099 -1.459 -0.406

total charge = 0
multiplicity = 1
frontier orbital gap = 9.3 eV
relative energy (zero: lowest compared OMol25 entry of this formula, charge and spin) = 47.4 kcal/mol
maximum force = 0.0280 Eh/bohr
LUMO = 0.620 eV
calculated total energy = -8840.89903 eV